(1)
Computed, not measured: a 2-piece molecular cluster, C4H9NOS overall, with ωB97M-V/def2-TZVPD.

Geometry as XYZ:
```
16
Properties=species:S:1:pos:R:3:lowdin_charge:R:1
C 1.773 1.101 -0.295 -0.091
N 1.100 0.102 -1.173 -0.037
C 0.111 -0.704 -0.441 -0.264
C -1.311 -0.392 -0.725 -0.596
S -1.679 1.418 -0.401 0.473
C 0.395 -1.635 0.500 -0.140
O -0.441 -2.443 1.204 -0.018
H 2.456 1.632 -1.001 0.096
H 1.075 1.696 0.260 0.034
H 2.429 0.546 0.444 0.104
H 0.837 0.454 -2.132 0.150
H -2.289 0.784 2.301 -0.032
H -1.612 -0.530 -1.838 0.092
H -1.992 -1.110 -0.175 0.085
H -2.254 1.117 2.958 0.020
H 1.401 -2.037 0.514 0.124
```

Summary:
- Kohn-Sham gap (eV) = 5.063
- E_HOMO (eV) = -8.37
- DFT total energy (eV) = -18660.86674
- LUMO (eV) = -3.310
- ΔE to the lowest compared entry with this formula, charge and spin (eV) = 6.6597
- total charge = 0

(2)
Computed, not measured: a 2-piece molecular cluster, C4H9NOS overall, with ωB97M-V/def2-TZVPD.

Geometry as XYZ:
```
16
Properties=species:S:1:pos:R:3:lowdin_charge:R:1
C -1.563 -1.471 -0.515 -0.093
C -1.248 -0.053 -0.536 -0.349
C -1.741 1.310 -0.424 -0.011
C 2.140 -0.294 1.454 -0.394
N -0.241 -0.787 -0.706 0.118
O 1.989 0.931 -0.931 -0.508
S 2.814 -0.320 -0.235 0.770
H -1.716 -1.985 0.425 0.081
H -2.001 -1.945 -1.384 0.081
H 1.169 0.567 -1.290 -0.024
H -2.258 1.431 0.529 0.092
H -2.462 1.505 -1.221 0.093
H -0.922 2.026 -0.490 0.083
H 2.513 0.570 1.999 0.027
H 2.471 -1.211 1.927 0.028
H 1.057 -0.274 1.397 0.005
```

Summary:
- Kohn-Sham gap (eV) = 8.894
- E_HOMO (eV) = -8.12
- SMILES = CC1=NC1.CSO
- DFT total energy (eV) = -18664.16647
- LUMO (eV) = 0.779
- ΔE to the lowest compared entry with this formula, charge and spin (eV) = 3.3600
- total charge = 0

(3)
Computed, not measured: a 2-piece molecular cluster, C4H9NOS overall, with ωB97M-V/def2-TZVPD.

Geometry as XYZ:
```
16
Properties=species:S:1:pos:R:3:lowdin_charge:R:1
C -0.123 -1.679 -0.635 -0.078
C 0.393 0.767 1.993 -0.119
C 1.070 0.466 -1.058 -0.041
C 0.312 -0.331 -0.084 -0.503
N -0.168 -0.193 1.080 -0.012
O -3.657 1.580 -1.211 -0.664
S -2.567 0.710 -1.160 0.780
H 0.675 -2.218 -1.058 0.052
H -0.545 -2.075 0.343 0.096
H -0.999 -1.706 -1.318 0.051
H 1.015 1.522 1.563 0.058
H 1.127 0.191 2.595 0.092
H -0.387 1.026 2.680 0.068
H 1.788 -0.146 -1.509 0.063
H 0.361 1.038 -1.761 0.108
H 1.706 1.047 -0.459 0.049
```

Summary:
- Kohn-Sham gap (spin up / spin down) (eV) = 7.742 / 7.637
- E_HOMO (spin up / spin down) (eV) = -8.78 / -8.71
- SMILES = CN=C(C)C.O=S
- DFT total energy (eV) = -18662.92655
- LUMO (spin up / spin down) (eV) = -1.041 / -1.069
- ΔE to the lowest compared entry with this formula, charge and spin (eV) = 4.5999
- total charge = 0

(4)
Computed, not measured: one molecule with the formula C4H9NOS, with ωB97M-V/def2-TZVPD.

Geometry as XYZ:
```
16
Properties=species:S:1:pos:R:3:lowdin_charge:R:1
C -0.015 0.216 -0.630 -0.174
C -0.551 -1.236 -0.716 -0.540
S 0.793 -2.464 -0.787 0.690
C -0.789 0.966 0.426 -0.496
N -0.167 1.960 1.141 0.017
C 1.237 2.346 1.029 -0.090
O -1.970 0.736 0.649 0.041
H 1.056 0.248 -0.461 0.075
H -0.211 0.756 -1.551 0.128
H -1.264 -1.480 0.056 0.066
H -1.114 -1.306 -1.645 0.064
H 1.738 -1.722 -1.380 -0.157
H -0.703 2.622 1.669 0.130
H 1.608 2.358 0.004 0.077
H 1.286 3.407 1.288 0.084
H 1.889 1.739 1.657 0.085
```

Summary:
- Kohn-Sham gap (eV) = 9.778
- E_HOMO (eV) = -9.07
- SMILES = CNC(=O)CCS
- DFT total energy (eV) = -18666.75950
- LUMO (eV) = 0.704
- ΔE to the lowest compared entry with this formula, charge and spin (eV) = 0.7669
- total charge = 0

(5)
Computed, not measured: one molecule with the formula C4H9NOS, with ωB97M-V/def2-TZVPD.

Geometry as XYZ:
```
16
Properties=species:S:1:pos:R:3:lowdin_charge:R:1
C 0.174 -1.938 -0.289 -0.117
C -0.268 -1.986 1.173 -0.175
C -0.859 -0.953 0.298 -0.442
C 0.883 2.376 -1.145 -0.361
N 1.028 1.089 -0.652 -0.294
O -1.428 1.586 0.481 -0.386
S -0.313 0.692 0.450 0.858
H 1.190 -1.640 -0.657 0.112
H -0.338 -2.723 -0.894 0.112
H -0.777 -3.003 1.524 0.150
H 0.292 -1.488 2.054 0.110
H -1.911 -0.895 0.007 0.128
H 1.504 2.584 -2.044 0.079
H 0.714 3.287 -0.454 0.084
H -0.159 2.429 -1.612 0.061
H 0.267 0.584 1.760 0.081
```

Summary:
- Kohn-Sham gap (eV) = 8.388
- E_HOMO (eV) = -7.80
- SMILES = CN=[S@@H](=O)C1CC1
- DFT total energy (eV) = -18661.15087
- LUMO (eV) = 0.591
- ΔE to the lowest compared entry with this formula, charge and spin (eV) = 6.3756
- total charge = 0

(6)
Computed, not measured: an isolated ion of composition C4H9NOS and charge +1, with ωB97M-V/def2-TZVPD.

Geometry as XYZ:
```
16
Properties=species:S:1:pos:R:3:mulliken_spin:R:1
C -0.437 -0.247 -0.742 0.067
C -0.367 -0.706 0.711 0.017
S -1.326 -2.213 0.810 0.339
C 0.218 1.148 -0.920 -0.005
N 1.367 1.509 -0.375 0.025
C 2.281 1.101 0.712 0.004
O -0.330 1.912 -1.714 0.557
H -0.109 -0.911 -1.533 -0.001
H -1.490 -0.022 -0.918 0.002
H 0.612 -1.047 1.027 -0.002
H -0.737 0.049 1.394 -0.001
H -2.525 -1.684 0.511 -0.005
H 1.551 2.486 -0.592 0.003
H 2.604 2.003 1.210 0.000
H 1.727 0.600 1.510 -0.001
H 3.099 0.511 0.315 0.000
```

Summary:
- Kohn-Sham gap (spin up / spin down) (eV) = 11.469 / 4.447
- E_HOMO (spin up / spin down) (eV) = -14.70 / -13.43
- 2S+1 = 2
- ⟨S²⟩ = 0.7604
- DFT total energy (eV) = -18657.38630
- LUMO (spin up / spin down) (eV) = -3.235 / -8.986
- ΔE to the lowest compared entry with this formula, charge and spin (eV) = 0.5929
- total charge = +1

(7)
Computed, not measured: a 2-piece molecular cluster, C4H9NOS2 overall, with ωB97M-V/def2-TZVPD.

Geometry as XYZ:
```
17
Properties=species:S:1:pos:R:3:lowdin_charge:R:1
C 0.144 -0.761 -1.874 -0.226
C -0.177 0.813 -2.010 -0.275
C -0.302 -0.319 0.328 -0.789
C -0.261 0.305 2.820 -0.459
N -0.617 -1.126 -0.704 -0.133
O 1.732 1.402 -0.179 -0.561
S -1.363 -0.560 1.731 0.831
S 0.291 1.401 -0.284 0.851
H -0.060 -1.286 -2.850 0.134
H 1.203 -0.797 -1.599 0.089
H 0.249 1.233 -2.937 0.090
H -1.313 0.830 -2.064 0.099
H 1.757 -0.774 0.936 0.149
H -0.081 -0.327 3.688 0.031
H -0.707 1.310 3.033 0.049
H 0.755 0.487 2.357 0.010
H -1.251 -1.831 -0.393 0.110
```

Summary:
- Kohn-Sham gap (spin up / spin down) (eV) = 8.336 / 7.503
- E_HOMO (spin up / spin down) (eV) = -8.27 / -7.36
- DFT total energy (eV) = -29496.59800
- LUMO (spin up / spin down) (eV) = 0.061 / 0.141
- ΔE to the lowest compared entry with this formula, charge and spin (eV) = 5.8850
- total charge = 0

(8)
Computed, not measured: one molecule with the formula C4H9NOS2, with ωB97M-V/def2-TZVPD.

Geometry as XYZ:
```
17
Properties=species:S:1:pos:R:3:lowdin_charge:R:1
C -1.429 0.819 -1.573 -0.240
C -1.006 -0.298 -0.698 -0.283
C 0.530 1.873 -0.799 -0.257
C 1.235 -1.843 2.453 -0.403
N -0.211 1.579 -1.902 -0.131
O 0.025 0.782 1.684 -0.480
S 1.502 -1.679 0.600 0.505
S 0.387 0.436 0.296 0.702
H -1.942 0.491 -2.456 0.116
H -2.146 1.430 -1.030 0.125
H -1.715 -0.709 0.074 0.131
H -0.553 -1.111 -1.087 0.007
H 1.609 2.233 -0.861 0.097
H 0.432 -2.426 2.596 -0.023
H 0.994 -0.865 2.723 -0.027
H 2.144 -2.173 2.863 0.009
H 0.145 1.462 -2.883 0.154
```

Summary:
- Kohn-Sham gap (spin up / spin down) (eV) = 7.042 / 7.049
- E_HOMO (spin up / spin down) (eV) = -7.35 / -7.36
- SMILES = CS[S@@]1(=O)=CNCC1
- DFT total energy (eV) = -29497.86154
- LUMO (spin up / spin down) (eV) = -0.304 / -0.307
- ΔE to the lowest compared entry with this formula, charge and spin (eV) = 4.6215
- total charge = 0